C23H43N2O2P3Zr | ωB97M-V/def2-TZVPD

## Properties
frontier orbital gap: 5.5 eV
DFT total energy: -2231.81016 Eh
molar mass: 563.755 g/mol
lowest unoccupied orbital energy: -13.568 eV
relative energy (zero: lowest compared OMol25 entry of this formula, charge and spin): 0.000 eV
net charge: +4
HOMO energy: -19.1 eV

Each line ends with the Mulliken charge.
Cartesian coordinates (Å):
Zr  -0.370913  -0.637091  -0.005459  -0.4516
P  1.269693  -1.668820  -1.808547  1.3048
P  1.766000  1.897902  0.405731  1.0708
P  -0.918240  1.168047  -2.425078  1.6090
H  -1.434387  -2.830336  1.152517  0.5220
C  -1.823168  -1.825222  0.968246  -1.0588
C  -2.581891  -1.693951  -0.331547  -0.6346
H  -1.921380  -1.694049  -1.243409  0.1437
C  1.954319  -3.277166  -1.285408  -1.4889
C  2.786670  -0.913490  -2.509878  -1.2367
C  0.389632  -2.136484  -3.348082  -1.3038
C  1.313339  3.387559  1.317108  -1.3927
C  3.144519  1.182370  1.311098  -1.0728
C  2.464396  2.434547  -1.171567  -1.1718
C  -2.531507  0.895612  -3.280938  -1.8543
C  0.100047  1.588431  -3.911785  -1.3902
C  -1.267138  2.877519  -1.830246  -1.1885
H  -2.363243  -1.435516  1.829947  0.5730
H  -3.179458  -2.602095  -0.496975  0.8109
H  1.184145  -3.870391  -0.778012  0.4497
H  2.795040  -3.130435  -0.596122  0.5237
H  2.303201  -3.815061  -2.176718  0.5104
H  3.496988  -0.680947  -1.705423  0.3848
H  2.567999  0.006866  -3.065641  0.2838
H  3.250444  -1.643646  -3.190113  0.5742
H  -0.515292  -2.706354  -3.098689  0.4300
H  1.066284  -2.770594  -3.938559  0.5213
H  0.098981  -1.254441  -3.934701  0.3011
H  2.232833  3.896464  1.633562  0.4885
H  0.727881  3.081163  2.194421  0.4505
H  0.702798  4.038574  0.678062  0.4003
H  3.829946  1.995189  1.598175  0.5443
H  3.702209  0.472474  0.687255  0.4224
H  2.820051  0.668820  2.218536  0.3252
H  2.880694  3.444043  -1.037683  0.5397
H  1.711122  2.456700  -1.968411  -0.0203
H  3.275640  1.757971  -1.474463  0.4591
H  -2.540955  1.487790  -4.206541  0.6420
H  -3.372693  1.228795  -2.657601  0.4928
H  -2.655769  -0.164402  -3.536274  0.4324
H  -0.570417  1.747393  -4.769101  0.4658
H  0.794517  0.778489  -4.162830  0.3673
H  0.664628  2.515384  -3.748903  0.5756
H  -2.079493  3.295841  -2.439072  0.5222
H  -0.382561  3.516643  -1.924399  0.5509
H  -1.589483  2.852816  -0.783804  0.0204
C  -3.073421  0.781652  0.232899  0.1498
C  -3.948338  1.866961  0.386077  -0.7521
C  -5.316521  1.665690  0.242014  -0.4439
C  -5.840935  0.365256  0.023235  -0.7718
C  -5.015844  -0.715042  -0.142025  -0.6818
C  -3.570656  -0.471067  -0.432047  1.3375
O  -1.792596  0.922072  0.526098  -0.1035
H  0.325722  1.425792  0.283636  0.0356
H  -3.530738  2.855303  0.587710  0.5154
H  -5.998276  2.502358  0.352376  0.5346
H  -6.919212  0.246141  -0.020731  0.4999
H  -5.388424  -1.737320  -0.251991  0.4808
H  -3.607384  -0.205661  -1.510467  -0.3237
N  3.892564  -2.156288  5.852669  -0.3424
C  2.588040  -1.731800  5.850914  0.1656
O  1.967849  -1.536312  6.887171  -0.5169
C  1.957092  -1.578726  4.497545  0.6892
C  2.486566  -2.123912  3.321316  -0.5486
C  1.882043  -1.872122  2.092886  -0.7178
N  0.757381  -1.105916  1.971649  0.5981
C  0.185440  -0.640933  3.127529  -0.3344
C  0.757267  -0.865090  4.377714  -0.8780
H  4.363263  -2.148032  6.748723  0.2832
H  4.478031  -2.059956  5.040702  0.1793
H  3.367765  -2.761024  3.343273  0.5328
H  2.302714  -2.274796  1.171024  -0.0334
H  -0.761654  -0.094725  3.022176  0.4739
H  0.256236  -0.475414  5.265243  0.5251

Cartesian forces, eV/Å:
Zr -1.081 1.130 1.650
P 1.262 -1.140 -1.799
P 0.077 2.562 0.214
P -0.520 0.975 -0.685
H -0.099 -0.125 -0.043
C -0.141 -0.075 -0.329
C -1.739 -0.072 0.376
H 0.139 0.053 -0.195
C -0.227 -0.111 0.433
C -0.003 0.599 0.336
C -0.454 0.089 0.181
C -0.344 -0.235 0.090
C -0.126 -1.361 0.256
C -0.236 -0.531 -0.560
C -0.177 -0.576 0.082
C 0.402 -0.444 -0.015
C 0.081 -0.057 0.469
H 0.157 -0.056 0.000
H 0.347 0.082 -0.289
H 0.209 -0.107 -0.122
H -0.116 -0.123 -0.258
H -0.056 0.089 0.247
H -0.042 -0.101 -0.236
H 0.069 -0.260 0.095
H -0.195 0.160 0.216
H 0.197 0.003 -0.205
H -0.222 0.179 0.111
H 0.118 -0.300 0.149
H -0.233 -0.027 -0.088
H 0.154 0.265 -0.069
H 0.147 -0.073 0.202
H -0.399 0.107 -0.271
H -0.155 0.128 0.116
H 0.061 0.136 0.016
H -0.160 -0.212 0.118
H 0.249 0.111 0.231
H -0.241 0.205 0.090
H -0.027 -0.176 0.311
H 0.259 -0.011 -0.227
H -0.123 0.213 -0.127
H 0.285 -0.039 0.293
H -0.101 0.310 -0.123
H -0.116 -0.282 -0.072
H 0.319 0.016 0.108
H -0.204 -0.046 0.014
H 0.045 0.184 -0.255
C 0.524 1.011 -0.232
C 0.187 -0.006 -0.155
C 0.793 -0.135 -0.031
C -0.149 -1.141 -0.061
C -0.623 0.536 -0.536
C 0.795 -0.404 1.085
O -0.238 -1.265 -0.856
H 1.941 0.027 0.033
H -0.222 -0.346 0.271
H 0.013 -0.011 -0.028
H 0.117 -0.128 0.273
H -0.104 0.396 -0.123
H -0.095 0.049 0.371
N -0.716 0.458 -0.330
C 0.899 -0.437 2.228
O 0.079 0.020 -1.790
C -0.588 0.165 -0.889
C -0.042 -0.013 -0.343
C -0.283 0.349 0.319
N 0.213 0.011 0.143
C 0.444 -0.236 0.028
C -0.420 0.317 -0.219
H -0.074 -0.095 0.003
H 0.083 -0.063 0.094
H -0.170 0.099 -0.031
H -0.121 0.097 0.324
H 0.474 -0.172 0.118
H 0.238 -0.135 -0.101